[1]
The following is a DFT calculation (the ωB97M-V functional and the def2-TZVPD basis) of a cluster of 2 separate species, CH2INS in total at a distorted geometry.

Its relative energy (zero: lowest compared OMol25 entry of this formula, charge and spin) is 415.8 kJ/mol. As for the HOMO energy (spin up / spin down): -8.916 / -9.077 eV. As for the multiplicity: 1. The calculation puts the lowest unoccupied orbital energy (spin up / spin down) at -2.10 / -2.24 eV.

CARTESIAN COORDINATES (ANGSTROEM)
C  -0.385  -0.126  0.639
N  0.759  -0.406  0.009
S  -0.583  2.470  -0.118
I  -2.077  -1.351  0.028
H  1.383  0.484  0.107
H  0.903  -1.070  -0.665

Atomic partial charges in e from the Mulliken method, atoms 1 to 5: C -0.178; N -0.259; S -0.141; I 0.021; H 0.340

---

[2]
The following is a DFT calculation (the ωB97M-V functional and the def2-TZVPD basis) of a cluster of 4 separate species, C18H20F16O8 in total at a distorted geometry.

As for the HOMO energy (spin up / spin down): -12.400 / -12.400 eV. As for the net charge: +1. As for the expectation value of S²: 0.754. As for the multiplicity: 2. The calculation puts the lowest unoccupied orbital energy (spin up / spin down) at -4.42 / -10.24 eV.

CARTESIAN COORDINATES (ANGSTROEM)
C  -10.464  -19.335  9.164
C  -10.569  -20.592  10.034
C  -9.613  -20.686  11.187
O  -10.528  -20.861  12.270
C  -11.782  -20.805  11.877
O  -12.794  -20.826  12.658
O  -11.837  -20.748  10.540
H  -11.333  -19.397  8.509
H  -9.664  -19.343  8.423
H  -10.431  -18.442  9.788
H  -10.431  -21.444  9.369
H  -8.970  -19.883  11.548
H  -8.901  -21.502  11.057
C  -6.608  -17.848  3.920
C  -5.116  -18.411  3.693
C  -4.086  -17.344  3.827
O  -3.167  -17.953  4.592
C  -3.585  -19.117  5.090
O  -2.983  -19.846  5.899
O  -4.782  -19.402  4.582
H  -6.893  -16.973  3.337
H  -6.706  -17.596  4.976
H  -7.254  -18.713  3.767
H  -5.115  -18.870  2.704
H  -4.428  -16.390  4.229
H  -3.497  -17.197  2.922
C  -13.379  -18.189  3.378
C  -13.649  -18.691  4.875
C  -12.797  -19.997  5.066
F  -12.693  -20.162  6.308
F  -13.236  -21.111  4.492
F  -13.206  -17.697  5.712
F  -14.907  -18.904  5.053
O  -12.035  -17.918  3.016
C  -11.443  -16.593  3.136
C  -9.920  -16.682  3.129
F  -9.239  -15.578  3.459
F  -9.460  -17.594  3.977
F  -11.810  -15.916  1.993
F  -11.909  -15.849  4.170
H  -14.089  -17.403  3.120
H  -13.970  -18.875  2.772
H  -11.775  -19.933  4.694
H  -9.517  -17.031  2.178
C  -14.352  -14.495  0.753
C  -15.772  -13.739  0.766
C  -16.522  -14.061  -0.530
F  -16.550  -15.346  -0.803
F  -17.733  -13.540  -0.634
F  -16.471  -14.226  1.853
F  -15.624  -12.441  0.851
O  -13.429  -14.406  -0.286
C  -12.926  -13.096  -0.714
C  -11.390  -13.224  -1.145
F  -10.811  -12.074  -1.081
F  -10.521  -14.068  -0.470
F  -13.780  -12.600  -1.662
F  -12.961  -12.334  0.290
H  -14.597  -15.556  0.800
H  -14.009  -14.151  1.729
H  -15.906  -13.539  -1.263
H  -11.369  -13.699  -2.126

Atomic partial charges in e from the Mulliken method, atoms 1 to 5: C -1.307; C 0.496; C -0.399; O -0.253; C 0.782

---

[3]
The following is a DFT calculation (the ωB97M-V functional and the def2-TZVPD basis) of the molecule C9H9NO2 at a distorted geometry.

Its relative energy (zero: lowest compared OMol25 entry of this formula, charge and spin) is 299.8 kJ/mol. As for the HOMO energy: -8.386 eV. As for the multiplicity: 1. The calculation puts the lowest unoccupied orbital energy at 0.43 eV.

CARTESIAN COORDINATES (ANGSTROEM)
O  -3.328  -1.598  0.245
C  -2.404  -0.845  -0.015
C  -2.530  0.655  0.214
C  -1.267  1.473  -0.295
C  0.055  0.847  -0.199
C  1.323  1.372  0.021
C  2.594  0.780  0.065
C  2.485  -0.672  0.106
O  3.841  -1.179  -0.070
C  1.199  -1.300  0.043
C  0.036  -0.564  -0.288
N  -1.097  -1.323  -0.555
H  -2.766  0.557  1.309
H  -3.487  0.945  -0.068
H  -1.720  1.707  -1.278
H  -1.403  2.341  0.193
H  1.199  2.423  0.228
H  3.441  1.300  0.402
H  3.841  -2.276  0.426
H  1.075  -2.292  -0.144
H  -1.087  -2.353  -0.343

Atomic partial charges in e from the Mulliken method, atoms 1 to 5: O -0.591; C 0.304; C -0.647; C -1.033; C 0.378

---

[4]
The following is a DFT calculation (the ωB97M-V functional and the def2-TZVPD basis) of a structure of composition C3H11CaFNbO2 at a distorted geometry.

As for the HOMO energy: -12.391 eV. As for the net charge: +1. As for the multiplicity: 1. The calculation puts the lowest unoccupied orbital energy at -5.29 eV.

CARTESIAN COORDINATES (ANGSTROEM)
C  -0.894  0.644  2.609
C  0.253  -0.281  2.284
F  0.095  -1.552  2.815
Nb  -0.080  -0.277  0.135
C  0.475  -0.275  -2.157
O  -0.617  -0.047  -3.001
O  -0.995  1.330  -2.851
H  -0.653  1.656  2.282
H  -1.035  0.638  3.690
H  -1.852  0.379  2.140
H  1.213  0.104  2.629
H  -0.009  -2.130  -0.246
H  -1.830  -0.331  -0.238
H  0.220  1.509  -0.098
H  1.851  -0.646  0.008
H  1.238  0.513  -2.340
H  0.887  -1.211  -2.520
H  -0.577  1.713  -3.641
Ca  2.311  -1.736  -1.499

Atomic partial charges in e from the Mulliken method, atoms 1 to 5: C -1.283; C 0.141; F -0.303; Nb -0.119; C -0.735

---

[5]
The following is a DFT calculation (the ωB97M-V functional and the def2-TZVPD basis) of a structure of composition C22H17Cl5LaN2OS2.

Its relative energy (zero: lowest compared OMol25 entry of this formula, charge and spin) is 16.0 kJ/mol. As for the HOMO energy (spin up / spin down): -7.328 / -7.999 eV. As for the expectation value of S²: 0.756. As for the multiplicity: 2. The calculation puts the lowest unoccupied orbital energy (spin up / spin down) at 0.06 / -0.48 eV.

CARTESIAN COORDINATES (ANGSTROEM)
La  0.429  -1.473  0.440
S  2.894  -0.844  4.695
C  1.286  -1.043  5.211
C  0.458  -1.306  4.159
C  1.103  -1.387  2.873
C  2.449  -1.145  3.063
C  3.502  -1.140  2.013
C  4.860  -0.991  2.292
C  5.770  -1.033  1.255
C  5.333  -1.226  -0.049
C  3.975  -1.358  -0.254
N  3.088  -1.306  0.746
H  1.033  -0.950  6.256
H  -0.605  -1.455  4.307
H  5.201  -0.855  3.309
H  6.827  -0.926  1.467
H  6.018  -1.280  -0.883
H  3.554  -1.523  -1.240
Cl  0.636  -1.323  -2.433
C  -1.934  -3.125  -1.582
C  -1.776  -2.279  -0.488
C  -2.818  -1.482  -0.150
Cl  -2.544  -0.351  1.242
C  -4.062  -1.492  -0.780
Cl  -5.350  -0.469  -0.249
C  -4.217  -2.362  -1.854
Cl  -5.723  -2.427  -2.686
C  -3.144  -3.175  -2.258
Cl  -3.349  -4.242  -3.605
O  0.316  1.017  -0.094
C  0.176  2.009  -0.811
C  0.258  3.395  -0.241
C  -1.124  4.052  -0.476
C  -2.325  3.081  -0.489
C  -2.620  2.371  -1.825
C  -1.592  1.333  -2.259
N  -0.234  1.917  -2.111
H  1.054  3.969  -0.723
H  0.504  3.301  0.814
H  -1.108  4.608  -1.419
H  -1.272  4.801  0.303
H  -3.213  3.653  -0.217
H  -2.208  2.337  0.305
H  -2.709  3.133  -2.609
H  -3.598  1.889  -1.764
H  -1.724  1.016  -3.292
H  -1.622  0.429  -1.657
H  -0.216  2.832  -2.547
S  -0.504  -4.096  -2.067
C  0.868  -3.076  -1.639

Atomic partial charges in e from the Mulliken method, atoms 1 to 5: La 1.551; S -0.268; C -0.477; C -0.223; C -0.766

---

[6]
The following is a DFT calculation (the ωB97M-V functional and the def2-TZVPD basis) of a cluster of 2 separate species, C5H8O2 in total at a distorted geometry.

Its relative energy (zero: lowest compared OMol25 entry of this formula, charge and spin) is 61.9 kJ/mol. As for the HOMO energy: -9.622 eV. As for the multiplicity: 1. The calculation puts the lowest unoccupied orbital energy at 0.94 eV.

CARTESIAN COORDINATES (ANGSTROEM)
C  1.796  -0.117  -0.828
C  -0.232  0.200  0.569
C  -0.756  1.591  0.271
C  0.345  -0.592  -0.585
C  -2.399  -1.933  0.876
O  -2.356  -2.605  1.790
O  -0.240  -0.238  1.701
H  2.492  -0.956  -0.775
H  1.921  0.366  -1.799
H  2.112  0.601  -0.064
H  -1.852  1.552  0.285
H  -0.440  2.278  1.060
H  -0.439  1.965  -0.706
H  -0.270  -0.460  -1.483
H  0.318  -1.651  -0.313

Atomic partial charges in e from the Mulliken method, atoms 1 to 5: C -1.082; C 0.486; C -1.094; C -0.239; C 0.133

---

no.,DFT total energy (Ha)
1,-789.7606
2,-2897.1728
3,-553.5018
4,-1105.2000
5,-4162.1779
6,-345.7814